1.
C2H2BrN3 | ωB97M-V with the def2-TZVPD basis set

- SMILES = N#CN=C=N.Br
- M (g mol⁻¹) = 147.963
- energy above the lowest of the compared OMol25 structures with the same formula, charge and spin (eV) = 1.133
- calculated total energy (eV) = -76617.38211
- HOMO (eV) = -10.6
- largest force on an atom (eV/Å) = 2.85
- LUMO (eV) = 0.10
- Kohn-Sham gap (eV) = 10.652

CARTESIAN COORDINATES (ANGSTROEM)
N  1.895  0.310  1.132
C  0.998  -0.296  0.797
N  -0.068  -1.004  0.671
C  -1.196  -0.748  0.323
N  -2.349  -0.850  0.102
H  -3.021  -1.194  -0.635
Br  1.817  2.141  -1.877
H  1.923  1.641  -0.514

Atoms 1-3, force components in eV/Å:
N 2.4 1.4 0.3
C -0.7 -0.1 0.5
N 0.8 -0.9 0.2


2.
C2H2BrN3 | ωB97M-V with the def2-TZVPD basis set

- SMILES = N#CN=C=N.Br
- M (g mol⁻¹) = 147.963
- energy above the lowest of the compared OMol25 structures with the same formula, charge and spin (eV) = 1.304
- calculated total energy (eV) = -76617.21070
- HOMO (eV) = -10.3
- largest force on an atom (eV/Å) = 2.67
- LUMO (eV) = 0.26
- Kohn-Sham gap (eV) = 10.572

CARTESIAN COORDINATES (ANGSTROEM)
N  -1.562  2.112  -0.880
C  -1.320  1.032  -0.633
N  -1.280  -0.238  -0.455
C  -0.719  -1.239  -0.073
N  -0.411  -2.288  0.422
H  0.110  -3.187  0.416
Br  1.953  1.529  0.724
H  3.229  2.279  0.481

Atoms 1-3, force components in eV/Å:
N -0.2 2.6 -0.4
C 0.0 -1.1 0.1
N 0.0 -1.4 0.0


3.
C2H2BrO2S2 | ωB97M-V with the def2-TZVPD basis set

- M (g mol⁻¹) = 202.074
- energy above the lowest of the compared OMol25 structures with the same formula, charge and spin (eV) = 1.104
- charge = -1
- calculated total energy (eV) = -97915.60795
- HOMO (eV) = -4.6
- largest force on an atom (eV/Å) = 2.94
- LUMO (eV) = 3.12
- Kohn-Sham gap (eV) = 7.722

CARTESIAN COORDINATES (ANGSTROEM)
C  2.411  -1.383  1.064
C  3.125  -0.833  -0.242
O  1.433  -0.710  1.477
O  2.949  -2.411  1.394
S  -0.190  0.498  -1.017
S  3.374  -1.600  -1.557
Br  3.572  0.993  0.011
H  0.209  1.788  -0.925
H  0.406  0.462  0.149

Atoms 1-3, force components in eV/Å:
C -0.9 1.7 -1.1
C -1.3 0.9 2.5
O 0.9 -0.6 -0.1


Which formula does entry 2 have? C2H2BrN3